No. 1
The following is a DFT calculation (ωB97M-V/def2-TZVPD) of a cluster of 2 separate species, C8H14ClN2O in total.

Geometry (Å):
C -2.382 1.271 -1.893
C -1.431 0.533 -1.356
C 0.906 0.646 0.727
C -1.400 0.179 0.080
C 1.775 -0.543 0.140
C -2.780 -0.247 0.627
C 3.207 -0.006 0.136
C 1.652 -1.832 0.906
N -0.483 0.335 0.947
N 1.161 -0.701 -1.162
O 1.894 -0.254 -2.076
Cl -4.598 2.875 0.721
H -2.358 1.376 -2.989
H -3.244 1.623 -1.204
H -0.512 0.209 -1.787
H 1.290 0.949 1.659
H 1.064 1.343 0.026
H -2.894 -1.301 0.233
H -3.596 0.280 0.320
H -2.899 -0.522 1.699
H 3.934 -0.849 -0.146
H 3.381 0.388 1.273
H 3.392 0.898 -0.489
H 0.945 -2.635 0.578
H 1.362 -1.602 1.940
H 2.612 -2.412 1.092

Results
2S+1	3
<S²>	2.008
total charge	-1
frontier orbital gap (alpha / beta)	6.679 / 4.872	eV
energy above the lowest of the compared OMol25 structures with the same formula, charge and spin	0.0	kJ/mol

No. 2
The following is a DFT calculation (ωB97M-V/def2-TZVPD) of a structure of composition C34H45N8PS2SbSe4Sn.

Geometry (Å):
Sn 0.721 -2.058 -2.061
C 3.122 2.082 -2.911
C 2.804 0.621 -2.737
N 1.936 -0.030 -3.411
N 1.256 0.613 -4.396
C 0.374 -0.023 -5.225
N -0.122 0.832 -6.177
S -0.050 -1.611 -5.164
C 3.523 -0.139 -1.679
C 4.798 0.245 -1.301
C 5.470 -0.511 -0.347
C 4.820 -1.576 0.234
C 3.514 -1.855 -0.154
N 2.895 -1.181 -1.114
H 2.250 2.657 -3.224
H 3.916 2.233 -3.647
H 3.453 2.504 -1.964
H 1.483 1.575 -4.596
H -0.179 1.817 -5.973
H -0.890 0.449 -6.703
H 5.277 1.093 -1.770
H 6.490 -0.264 -0.078
H 5.290 -2.219 0.965
H 2.958 -2.660 0.312
Se 3.747 -5.458 0.465
Sb 1.596 -5.216 -0.627
Se 0.296 -3.316 0.403
Se 2.019 -4.085 -2.936
Se 0.240 -7.173 -0.981
N -3.388 0.532 -1.549
P -2.649 -0.514 -2.715
C -4.059 -0.571 -3.913
C -3.904 0.105 -5.119
C -4.925 0.137 -6.060
C -6.124 -0.510 -5.799
C -6.292 -1.191 -4.599
C -5.265 -1.227 -3.669
C -2.860 -2.148 -1.925
C -2.486 -3.266 -2.678
C -2.487 -4.530 -2.115
C -2.875 -4.700 -0.791
C -3.253 -3.601 -0.040
C -3.233 -2.327 -0.600
C -2.707 1.477 -0.806
C -3.320 2.028 0.329
C -2.618 2.949 1.078
C -1.329 3.297 0.700
C -0.827 2.713 -0.452
N -1.491 1.845 -1.206
H -4.276 0.258 -1.154
H -2.964 0.611 -5.316
H -4.784 0.659 -6.999
H -6.922 -0.493 -6.530
H -7.223 -1.706 -4.395
H -5.390 -1.789 -2.750
H -2.166 -3.139 -3.708
H -2.139 -5.381 -2.685
H -2.819 -5.682 -0.340
H -3.504 -3.722 1.006
H -3.466 -1.472 0.024
H -4.318 1.717 0.612
H -3.070 3.381 1.963
H -0.722 3.974 1.283
H 0.176 2.958 -0.782
C -1.445 2.968 4.797
C -1.217 2.068 6.007
C -0.141 1.006 5.788
C -0.477 -0.021 4.694
N -0.070 0.371 3.358
C 1.196 0.398 2.877
S 1.464 0.957 1.317
N 2.150 -0.030 3.724
C 3.551 -0.199 3.382
C 4.494 0.655 4.223
C 4.602 2.122 3.811
C 3.336 2.942 4.050
H -2.195 3.731 5.012
H -1.792 2.403 3.933
H -0.520 3.471 4.505
H -2.156 1.575 6.280
H -0.926 2.684 6.862
H 0.027 0.474 6.729
H 0.799 1.498 5.524
H -1.554 -0.193 4.656
H -0.032 -0.990 4.938
H -0.754 0.701 2.698
H 1.857 -0.408 4.609
H 3.640 0.046 2.324
H 3.809 -1.254 3.501
H 5.484 0.194 4.157
H 4.195 0.599 5.277
H 4.874 2.172 2.753
H 5.426 2.571 4.374
H 2.529 2.632 3.385
H 3.523 4.002 3.867
H 2.996 2.838 5.085

Results
total charge	-1
frontier orbital gap	5.642	eV
energy above the lowest of the compared OMol25 structures with the same formula, charge and spin	54.6	kJ/mol

No. 3
The following is a DFT calculation (ωB97M-V/def2-TZVPD) of a structure of composition C40H46P2PtSi.

Geometry (Å):
Pt -0.005 -1.531 0.485
C -1.246 -3.151 0.399
C -2.075 -2.362 -0.620
C -3.429 -1.879 -0.096
C -3.271 -1.011 1.159
C -1.806 -0.706 1.587
C -0.917 -1.452 2.415
C -1.284 -2.810 2.914
C -1.857 -3.581 1.714
C 0.448 2.202 1.107
H -0.874 -4.058 -0.105
H -2.218 -2.957 -1.532
H -4.081 -2.741 0.140
H -3.954 -1.252 -0.845
H -3.706 -0.038 0.880
H -3.920 -1.394 1.987
H -1.716 0.368 1.871
H -0.344 -0.764 3.065
H -1.970 -2.760 3.758
H -0.360 -3.267 3.258
H -1.670 -4.656 1.875
H -2.952 -3.466 1.702
H 0.400 1.120 1.400
H 1.139 2.758 1.767
H 0.880 2.295 0.096
P -1.204 -0.834 -1.406
P -1.316 2.529 1.256
C -1.950 0.767 -1.172
C -2.116 1.713 -0.172
C -0.564 -1.106 -3.061
C -1.466 -1.380 -4.101
C -1.006 -1.392 -5.409
C 0.325 -1.163 -5.723
C 1.231 -1.014 -4.668
C 0.807 -1.012 -3.345
C 1.135 -3.006 -0.684
C 2.239 -3.221 0.144
C 2.668 -4.549 0.254
C 2.252 -5.496 -0.678
C 1.381 -5.133 -1.727
C 0.852 -3.828 -1.762
C -1.428 4.212 0.786
C -1.162 4.497 -0.562
C -1.117 5.839 -0.920
C -1.296 6.808 0.080
C -1.498 6.496 1.440
C -1.536 5.159 1.803
C -1.484 2.307 3.089
C -0.503 1.628 3.851
C -0.771 1.338 5.189
C -1.946 1.806 5.792
C -2.896 2.511 5.035
C -2.701 2.718 3.671
H -2.411 1.044 -2.141
H -3.025 2.331 -0.390
H -2.498 -1.603 -3.875
H -1.703 -1.556 -6.213
H 0.652 -1.071 -6.754
H 2.270 -0.864 -4.910
H 1.481 -0.919 -2.487
H 2.615 -2.368 0.707
H 3.338 -4.769 1.084
H 2.597 -6.522 -0.571
H 1.124 -5.886 -2.473
H 0.206 -3.556 -2.614
H -1.041 3.679 -1.286
H -0.986 6.096 -1.979
H -1.292 7.855 -0.203
H -1.647 7.249 2.222
H -1.664 4.813 2.831
H 0.428 1.249 3.412
H -0.060 0.742 5.761
H -2.131 1.581 6.847
H -3.789 2.894 5.525
H -3.465 3.222 3.076
C 4.986 -1.277 -1.535
Si 4.185 0.418 -1.403
C 5.296 1.534 -0.388
C 4.093 1.192 -3.117
C 2.519 0.204 -0.633
C 1.471 -0.361 -0.220
H 5.959 -1.183 -2.039
H 4.355 -1.974 -2.102
H 5.145 -1.702 -0.534
H 6.085 1.942 -1.035
H 4.732 2.377 0.031
H 5.773 0.986 0.434
H 3.927 0.452 -3.912
H 3.291 1.941 -3.171
H 5.044 1.704 -3.329

Results
2S+1	3
<S²>	2.012
frontier orbital gap (alpha / beta)	5.199 / 6.045	eV
energy above the lowest of the compared OMol25 structures with the same formula, charge and spin	205.7	kJ/mol

No. 4
The following is a DFT calculation (ωB97M-V/def2-TZVPD) of a structure of composition C6H11N.

Geometry (Å):
C -1.615 -0.864 -0.200
C -0.841 0.545 1.396
C 0.787 1.243 1.177
C 0.424 0.798 -0.297
C 1.007 -0.482 -0.583
C 1.378 -0.675 -1.842
H -1.044 -1.545 0.933
H -2.861 -0.542 -0.357
H -1.014 -1.492 -1.293
H -0.701 -0.351 1.767
H -1.538 1.215 2.017
H 1.558 0.793 1.866
H 0.580 2.282 1.146
H 0.868 1.747 -1.009
H 1.178 -1.356 0.050
H 1.064 -0.007 -2.747
H 1.858 -1.841 -1.942
N -1.088 0.533 -0.081

Results
frontier orbital gap	9.926	eV
energy above the lowest of the compared OMol25 structures with the same formula, charge and spin	812.1	kJ/mol

No. 5
The following is a DFT calculation (ωB97M-V/def2-TZVPD) of a structure of composition C42H50N7O7S2W.

Geometry (Å):
W 0.534 0.853 0.370
C 2.061 -2.217 -0.621
C 0.641 -2.315 -0.172
C 0.083 -3.598 -0.117
C -1.224 -3.778 0.256
C -1.988 -2.657 0.559
C -1.410 -1.414 0.485
N -0.097 -1.234 0.138
C -2.192 -0.206 0.811
C -3.558 -0.170 1.050
C -4.145 1.042 1.377
C -3.379 2.196 1.486
C -2.025 2.114 1.226
N -1.494 0.936 0.861
C -1.056 3.225 1.358
C -1.448 4.472 1.783
C -0.490 5.462 1.961
C 0.826 5.171 1.684
C 1.176 3.902 1.224
C 2.601 3.634 0.851
N 0.251 2.936 1.081
H 2.062 -2.317 -1.710
H 2.622 -3.051 -0.203
H 2.538 -1.294 -0.329
H 0.716 -4.438 -0.363
H -1.654 -4.768 0.323
H -3.017 -2.771 0.861
H -4.163 -1.061 0.986
H -5.209 1.087 1.565
H -3.842 3.126 1.777
H -2.485 4.681 1.997
H -0.779 6.446 2.307
H 1.600 5.918 1.796
H 2.989 4.469 0.266
H 2.726 2.709 0.297
H 3.215 3.564 1.752
C 4.791 1.271 -1.186
C 4.120 0.637 -2.392
S 2.423 1.201 -2.571
O 1.726 0.637 -1.304
C 1.902 0.119 -3.908
C 0.620 0.592 -4.569
H 5.820 0.918 -1.125
H 4.279 0.991 -0.267
H 4.818 2.358 -1.270
H 4.095 -0.453 -2.341
H 4.598 0.935 -3.329
H 1.780 -0.876 -3.475
H 2.745 0.119 -4.603
H -0.219 0.507 -3.881
H 0.410 -0.058 -5.417
H 0.708 1.612 -4.946
C -0.945 -3.635 7.632
C -0.681 -2.526 6.659
C -0.413 -2.791 5.319
C -0.165 -1.768 4.416
C -0.193 -0.460 4.877
C -0.454 -0.160 6.217
C -0.695 -1.194 7.093
S 0.097 0.894 3.829
O 0.232 0.283 2.490
O -0.872 1.937 3.962
N 1.530 1.547 4.205
C 2.712 0.691 4.449
C 3.578 0.514 3.203
C 2.775 -0.221 2.158
O 2.332 0.573 1.165
O 2.500 -1.388 2.237
H -0.877 -4.612 7.159
H -1.940 -3.529 8.067
H -0.230 -3.602 8.456
H -0.381 -3.818 4.979
H 0.082 -1.983 3.385
H -0.478 0.866 6.564
H -0.899 -0.976 8.134
H 1.423 2.367 4.788
H 2.386 -0.285 4.816
H 3.288 1.159 5.244
H 4.441 -0.095 3.472
H 3.918 1.477 2.828
N -2.978 4.564 -5.380
C -2.459 4.001 -4.525
C -1.815 3.290 -3.456
C -0.643 3.779 -2.881
C -0.063 3.060 -1.861
N -0.574 1.908 -1.390
C -1.690 1.435 -1.960
C -2.340 2.094 -2.986
H -0.199 4.704 -3.221
H 0.842 3.418 -1.390
H -2.049 0.477 -1.622
H -3.235 1.671 -3.418
O 0.231 -2.627 -3.404
C -0.975 -2.285 -3.294
O -1.456 -1.336 -2.656
C -1.974 -3.147 -4.100
N -1.164 -4.197 -4.828
C -1.352 -3.994 -6.309
C -2.720 -3.337 -6.396
C -2.712 -2.379 -5.204
H -2.663 -3.648 -3.422
H -1.430 -5.140 -4.554
H -0.196 -3.993 -4.495
H -1.256 -4.945 -6.824
H -0.561 -3.324 -6.642
H -3.507 -4.086 -6.291
H -2.866 -2.834 -7.349
H -3.710 -2.089 -4.886
H -2.164 -1.468 -5.450

Results
2S+1	3
<S²>	2.010
total charge	+3
frontier orbital gap (alpha / beta)	7.344 / 7.535	eV
energy above the lowest of the compared OMol25 structures with the same formula, charge and spin	0.0	kJ/mol

No. 6
The following is a DFT calculation (ωB97M-V/def2-TZVPD) of an isolated molecule of C6H6BrClO.

Geometry (Å):
O 1.744 -1.094 2.063
C 1.154 -0.966 0.860
Br 0.316 -2.569 0.215
C 1.251 0.134 0.120
C 0.535 0.370 -1.128
C -0.787 0.223 -1.242
C -1.673 -0.163 -0.153
C -1.496 0.205 1.110
Cl -2.547 -0.304 2.372
H 1.567 -1.959 2.455
H 1.851 0.941 0.522
H 1.127 0.696 -1.972
H -1.264 0.364 -2.201
H -2.501 -0.807 -0.412
H -0.737 0.892 1.444

Results
SMILES string	O/C(Br)=C/C=C\C=C\Cl
frontier orbital gap	8.795	eV
energy above the lowest of the compared OMol25 structures with the same formula, charge and spin	34.0	kJ/mol

What is the energy above the lowest of the compared OMol25 structures with the same formula, charge and spin in the first record?
0.0 kJ/mol

What is the energy above the lowest of the compared OMol25 structures with the same formula, charge and spin in the fourth record?
812.1 kJ/mol